Density functional theory data (ωB97M-V/def2-TZVPD) for a 6-piece molecular cluster, C7H23NO5 overall.

XYZ file:
```
36
Properties=species:S:1:pos:R:3
C -2.33116 0.07674 1.19800
C -1.81760 1.53879 0.84727
C -0.47502 1.68565 1.54607
N 0.59192 2.10898 -1.36732
C 0.92901 1.00310 -0.54630
C 0.50370 0.86227 0.72501
C 1.17115 -1.02557 -1.87517
C 1.78845 -0.04345 -1.17667
H -1.57183 -0.45961 1.60861
H -2.30732 -0.54191 0.29229
H -3.03087 0.14384 1.85145
H -2.52798 2.38662 1.04526
H -1.82970 1.57260 -0.21102
H -0.11490 2.67629 1.51528
H -0.59913 1.15663 2.55112
H 0.02099 1.84656 -2.09971
H 0.16835 2.84080 -0.87214
H 0.88122 0.03719 1.43429
H 1.66238 -1.81506 -2.39879
H 0.09454 -1.19078 -1.86578
H 2.81885 0.27823 -1.07220
H 2.89620 0.23641 1.78546
H 3.49509 1.11154 0.66810
O 3.67981 0.26627 1.12022
H 0.46359 -2.23171 0.36316
H -0.16932 -2.82312 1.64168
O -0.18847 -2.90431 0.67814
H -2.32624 1.40304 -2.05090
H -1.64693 0.14850 -2.65520
O -1.67396 1.15607 -2.74696
H 2.59531 -1.47557 0.43732
H 2.34216 -2.33790 1.77764
O 1.98328 -1.76531 1.12445
H -1.32751 -2.37658 -0.63240
H -2.45495 -1.99804 -1.53636
O -1.69312 -1.54719 -1.10391
```

The relative energy (zero: lowest compared OMol25 entry of this formula, charge and spin) comes out at 91.1 kcal/mol. For the HOMO-LUMO gap, the calculation gives 8.460 eV. The HOMO energy comes out at -0.297 hartree. As for the lowest unoccupied orbital energy: 0.4 eV. As for the SMILES: C=C/C(N)=C/CCC.O.O.O.O.O. Its net charge is 0.


Density functional theory data (ωB97M-V/def2-TZVPD) for C7H24CrCu4HfNO25S5 as an isolated structure.

XYZ file:
```
68
Properties=species:S:1:pos:R:3
Hf 1.07240 -4.61759 0.70142
Cu 1.69806 0.91364 -2.14981
Cu -1.89281 -1.67368 -2.91384
Cu -2.85068 -0.74472 0.74603
Cu -0.85940 -1.91510 3.24363
Cr 3.04104 0.01994 0.82026
S -2.38391 -4.11596 1.65412
O -2.66293 -2.72971 2.02379
O -0.92375 -4.23976 1.47442
O -2.89696 -4.96008 2.70346
O -3.03359 -4.40054 0.36717
S -0.54934 -4.38892 -2.49166
O -0.61049 -5.55950 -3.42358
O -1.89941 -4.04441 -2.11347
O 0.29038 -4.72412 -1.36931
O 0.02513 -3.27490 -3.23877
S 4.03298 -2.92760 -0.60850
O 2.78149 -3.64240 -0.39833
O 3.85184 -1.52124 -0.25780
O 4.98314 -3.45436 0.38622
O 4.54819 -3.14395 -1.95433
S 2.18828 -2.36000 3.28311
O 1.31318 -1.80552 4.29147
O 3.27633 -3.08966 3.90657
O 1.50108 -3.36593 2.49034
O 2.57584 -1.22625 2.43426
S 0.07290 -1.15297 0.04178
O 1.22279 -0.23947 -0.18007
O -0.95728 -0.94185 -0.94693
O 0.51059 -2.53342 0.10984
O -0.63215 -0.84674 1.28637
C 3.18550 3.91808 -0.79916
C 4.11813 2.70970 -1.02606
C 5.38782 2.85227 -0.27709
O 3.57134 1.49754 -0.72365
H 3.57182 4.90794 -1.04094
H 2.81228 3.87423 0.22529
H 2.23757 3.75422 -1.31477
H 4.41256 2.58287 -2.07039
H 5.14206 2.84902 0.78668
H 6.01855 3.69867 -0.54932
H 5.99164 1.94415 -0.27899
C -3.38642 3.68617 1.77421
C -3.49983 2.39428 0.85720
C -3.85293 2.81643 -0.59541
O -4.53514 1.74674 -1.29297
C -5.80518 1.35659 -0.84046
N -2.29585 1.67453 1.17575
H -4.38094 4.11126 1.91458
H -2.68166 4.41522 1.37519
H -3.10303 3.33769 2.76719
H -4.32554 1.77752 1.21200
H -2.95251 2.98308 -1.18685
H -4.47725 3.70658 -0.67558
H -6.39335 0.81681 -1.58227
H -6.48546 2.14196 -0.50736
H -5.59782 0.69649 0.00300
H -2.14039 1.45716 2.14991
H -1.42594 2.10541 0.89485
O -0.41725 1.82807 -1.67696
H -0.61403 1.20993 -0.96973
H -1.04801 1.61298 -2.36584
O 0.34863 -0.74803 -3.55844
H 0.53036 -1.67976 -3.38772
H 0.34445 -0.67405 -4.51418
O 1.98315 1.64832 1.93608
H 1.53558 1.44110 2.75873
H 1.39418 2.25561 1.48559
```

For the HOMO-LUMO gap (spin up / spin down), the calculation gives 4.997 / 5.039 eV. Its spin multiplicity is 5. The HOMO energy (spin up / spin down) comes out at -0.201 / -0.202 hartree. As for the lowest unoccupied orbital energy (spin up / spin down): -0.5 / -0.5 eV. Its net charge is -1.


Density functional theory data (ωB97M-V/def2-TZVPD) for a 7-piece molecular cluster, C7H24N4O11 overall.

XYZ file:
```
46
Properties=species:S:1:pos:R:3
C 15.75335 1.18638 16.60400
O 16.63337 1.51270 15.49986
H 16.29226 0.98042 17.52880
H 15.06936 2.03080 16.68895
H 15.28821 0.27722 16.22299
H 16.96453 2.39970 15.65853
C 13.09570 -0.88079 14.93683
O 11.82058 -1.10885 14.38145
H 13.13794 0.00013 15.57737
H 13.41411 -1.78069 15.46304
H 13.86786 -0.71923 14.18465
H 11.73396 -2.02659 14.11342
C 16.25959 -0.94474 13.29906
O 16.87198 0.34193 13.08972
H 17.04762 -1.68584 13.16533
H 15.84800 -1.00141 14.30678
H 15.38533 -1.10399 12.66786
H 17.05911 0.68516 13.96652
C 16.03323 -0.62021 9.80285
N 16.54269 0.43750 8.90466
O 16.74458 0.17767 7.71638
O 16.73159 1.52233 9.42038
H 15.26863 -1.09999 9.19187
H 15.60189 -0.15459 10.68899
H 16.87759 -1.25215 10.07819
C 17.75826 -4.29905 11.23450
N 18.89404 -3.38544 11.46678
O 18.78664 -2.17170 11.28903
O 19.97790 -3.96916 11.64279
H 17.24357 -3.92801 10.34821
H 17.21203 -4.06834 12.14910
H 18.09483 -5.33241 11.15094
C 18.31086 -1.51384 16.28696
N 17.15164 -1.77824 17.13667
O 16.17734 -2.32979 16.54261
O 17.21523 -1.49522 18.30319
H 19.18358 -1.54547 16.93925
H 18.18854 -0.49721 15.91335
H 18.39857 -2.29672 15.53364
C 15.76668 3.25907 12.23653
N 14.35426 3.45356 12.75537
O 14.08020 2.82129 13.78855
O 13.65877 4.31265 12.21820
H 16.35976 3.21071 13.14978
H 15.97868 4.07032 11.54010
H 15.68217 2.30423 11.71764
```

For the HOMO-LUMO gap (spin up / spin down), the calculation gives 10.430 / 3.494 eV. Its spin multiplicity is 2. The HOMO energy (spin up / spin down) comes out at -0.506 / -0.498 hartree. As for the lowest unoccupied orbital energy (spin up / spin down): -3.3 / -10.1 eV. Its net charge is +1.


Density functional theory data (ωB97M-V/def2-TZVPD) for C7H25CaN10O6 as an isolated structure.

XYZ file:
```
49
Properties=species:S:1:pos:R:3
Ca 0.00768 0.78196 -0.09636
C -5.90188 -0.48964 1.79506
C -5.23603 0.16465 0.61600
O -4.09823 0.88301 0.79017
H -6.98251 -0.52105 1.65594
H -5.61541 -0.06648 2.75786
H -5.67866 -1.55646 1.80783
H -5.89815 0.72564 -0.04355
H -5.04500 -0.73610 0.03270
C 4.98108 0.43268 0.77104
O 4.01458 0.40524 0.06077
N 5.77910 -0.58241 1.00848
N 5.43575 1.59082 1.17590
H 5.67361 -1.43948 0.48465
H 6.41800 -0.55649 1.79029
H 4.89097 2.43108 1.04445
H 6.26688 1.60379 1.74964
C -0.55497 -4.14392 1.76832
O -0.30191 -2.99668 1.44547
N 0.33871 -4.96744 2.23184
N -1.78573 -4.60357 1.85306
H 1.29228 -4.73650 2.47158
H 0.07851 -5.94047 2.30667
H -1.86338 -5.60363 1.97115
H -2.60319 -4.01898 1.75240
C -1.57164 -0.65268 -4.77128
O -1.08160 -0.84847 -3.66744
N -1.02421 -0.80966 -5.98526
N -2.81731 -0.48580 -4.91474
H -1.69844 -0.81333 -6.73726
H -0.08807 -1.14826 -6.15581
H -3.37589 -0.39034 -4.07869
H -3.19795 -0.29489 -5.83057
C 1.88030 3.75423 -3.73138
O 1.20913 3.42580 -2.76677
N 1.51512 4.70302 -4.59942
N 2.93539 3.15911 -4.07973
H 1.98554 4.79570 -5.48836
H 0.68841 5.19585 -4.29320
H 3.30817 3.31566 -5.00528
H 3.28857 2.39406 -3.52290
C 0.58686 1.21495 4.82452
O 0.61744 1.69517 3.69992
N -0.51090 1.27396 5.54055
N 1.59406 0.71410 5.44073
H -1.23490 1.88896 5.19749
H -0.53339 0.84021 6.45239
H 2.48860 0.82520 4.98513
H 1.42461 0.18788 6.28600
```

The relative energy (zero: lowest compared OMol25 entry of this formula, charge and spin) comes out at 259.4 kcal/mol. For the HOMO-LUMO gap, the calculation gives 3.613 eV. The HOMO energy comes out at -0.296 hartree. As for the lowest unoccupied orbital energy: -4.4 eV. Its net charge is +1.


Density functional theory data (ωB97M-V/def2-TZVPD) for a 9-piece molecular cluster, C7H25NO8 overall.

XYZ file:
```
41
Properties=species:S:1:pos:R:3
C 1.52260 1.80455 0.40737
C 1.53315 0.48853 -0.23692
C 2.33554 0.10839 -1.29237
N 2.03009 -1.21384 -1.61881
C 1.04181 -1.67724 -0.76500
C 0.70999 -0.64709 0.08670
C -0.29573 -0.69653 1.13014
C -1.21016 -1.64207 1.24539
H 0.58893 2.36998 0.14280
H 1.50918 1.70318 1.52767
H 2.39373 2.39803 0.16286
H 3.11652 0.67291 -1.87710
H 2.44162 -1.76341 -2.33812
H 0.68823 -2.69481 -0.77747
H -0.23716 0.11240 1.86753
H -1.30093 -2.54752 0.63262
H -1.94267 -1.68694 2.07167
H -1.28667 -3.04305 -1.95380
H -1.79099 -4.47957 -1.63485
O -1.23826 -3.75956 -1.33458
H 1.42231 0.54812 3.39873
H 0.39555 0.72067 4.55603
O 0.73448 1.17028 3.79213
H -2.12416 0.49970 0.14077
H -1.82969 1.75737 0.85133
O -2.07619 1.49040 -0.00724
H 2.11125 -0.95690 1.84469
H 3.24841 0.00126 2.25340
O 2.51537 -0.46706 2.64382
H -1.11964 1.95403 -1.23114
H 0.25110 1.43285 -1.93325
O -0.53088 2.00431 -2.12602
H -1.04446 3.32345 2.49390
H -0.48028 1.92978 2.83559
O -1.19718 2.38271 2.34743
H -0.33639 -1.36267 -2.84012
H -1.78036 -0.90857 -3.10503
O -1.20650 -1.74725 -3.10874
H -3.17688 0.69991 -2.29974
H -1.80628 1.15889 -2.88705
O -2.57843 0.56240 -3.06522
```

The relative energy (zero: lowest compared OMol25 entry of this formula, charge and spin) comes out at 0.0 kcal/mol. For the HOMO-LUMO gap, the calculation gives 8.947 eV. The HOMO energy comes out at -0.317 hartree. As for the lowest unoccupied orbital energy: 0.3 eV. As for the SMILES: C=Cc1c[nH]cc1C.O.O.O.O.O.O.O.O. Its net charge is 0.


Number 1: largest force on an atom 0.1309 Eh/bohr, total energy -19356.00776 eV. Number 2: largest force on an atom 0.1807 Eh/bohr, total energy -322793.05244 eV. Number 3: largest force on an atom 0.0830 Eh/bohr, total energy -36107.49743 eV. Number 4: largest force on an atom 0.1276 Eh/bohr, total energy -53282.40838 eV. Number 5: largest force on an atom 0.0644 Eh/bohr, total energy -25535.29992 eV.